[1]
101
Properties=species:S:1:pos:R:3 method="wB97M-V/def2-TZVPD" s_squared=8.779 multiplicity=6 largest_force_ev_per_a=0.556 homo_lumo_gap_ev="6.724 / 6.172" charge=-1
Ru -0.10 0.51 0.16
C -2.11 0.86 -4.84
C -0.94 0.91 -3.86
C -1.19 1.98 -2.80
C -0.69 -0.46 -3.28
C -0.75 -1.66 -4.01
C -0.46 -2.64 -3.09
N -0.23 -2.06 -1.90
N -0.37 -0.71 -2.01
B -0.17 -2.82 -0.56
N 1.13 -2.54 0.21
C 2.01 -3.48 0.61
C 3.00 -2.86 1.35
C 2.64 -1.50 1.36
N 1.51 -1.32 0.66
C 3.36 -0.38 2.05
C 2.98 -0.30 3.53
C 4.87 -0.53 1.91
N -1.42 -2.46 0.26
C -2.34 -3.29 0.77
C -3.35 -2.54 1.32
C -2.97 -1.20 1.09
N -1.79 -1.18 0.46
C -3.71 0.06 1.41
C -4.49 0.53 0.17
C -4.63 -0.11 2.61
H -2.32 1.86 -5.22
H -3.01 0.48 -4.35
H -1.89 0.22 -5.70
H -0.05 1.19 -4.43
H -2.11 1.79 -2.26
H -1.26 2.97 -3.27
H -0.40 2.04 -2.06
H -0.97 -1.79 -5.06
H -0.42 -3.72 -3.19
H -0.19 -4.00 -0.81
H 1.87 -4.52 0.35
H 3.85 -3.32 1.81
H 3.05 0.55 1.57
H 3.34 -1.18 4.06
H 1.90 -0.24 3.66
H 3.43 0.59 3.98
H 5.21 -1.42 2.45
H 5.38 0.33 2.34
H 5.18 -0.63 0.87
H -2.22 -4.36 0.70
H -4.24 -2.90 1.82
H -2.98 0.83 1.63
H -5.16 -0.27 -0.19
H -3.80 0.79 -0.63
H -5.10 1.41 0.41
H -5.43 -0.82 2.40
H -5.09 0.85 2.87
H -4.07 -0.46 3.48
S 0.10 4.87 6.36
C 0.11 3.89 5.04
S 1.00 4.24 3.60
C 0.68 2.76 2.73
C -0.10 1.82 3.42
S -0.57 0.32 2.85
S -0.60 2.32 5.02
S 1.27 2.60 1.17
C -2.82 4.17 -0.15
C -2.20 3.10 0.75
O -2.28 3.23 1.97
O -1.66 2.14 0.10
H -3.34 4.92 0.44
H -3.51 3.70 -0.86
H -2.03 4.64 -0.74
C 6.94 1.82 -0.60
C 5.94 2.64 -0.09
C 4.61 2.37 -0.37
C 4.26 1.29 -1.19
C 5.26 0.47 -1.69
C 6.60 0.74 -1.40
As 2.35 1.01 -1.60
C 2.62 -0.04 -3.21
C 2.78 -1.42 -3.27
C 2.96 -2.02 -4.51
C 2.96 -1.25 -5.67
C 2.78 0.12 -5.60
C 2.60 0.74 -4.37
C 2.36 2.18 -4.14
C 2.25 3.15 -5.13
C 1.98 4.47 -4.79
C 1.81 4.82 -3.45
C 1.91 3.86 -2.45
C 2.19 2.55 -2.80
H 7.98 2.02 -0.38
H 6.19 3.48 0.54
H 3.83 3.01 0.04
H 5.02 -0.37 -2.32
H 7.37 0.09 -1.80
H 2.75 -2.01 -2.37
H 3.08 -3.10 -4.57
H 3.09 -1.73 -6.63
H 2.77 0.71 -6.51
H 2.36 2.88 -6.17
H 1.89 5.22 -5.56
H 1.58 5.85 -3.19
H 1.75 4.14 -1.42



[2]
94
Properties=species:S:1:pos:R:3 method="wB97M-V/def2-TZVPD" largest_force_ev_per_a=3.638 homo_lumo_gap_ev=5.563 charge=+1
C 0.93 -0.57 6.83
N 1.28 -0.35 5.45
C 2.49 -0.74 4.95
O 3.37 -1.30 5.60
C 2.53 -0.36 3.47
C 2.71 -1.54 2.53
C 3.99 -2.30 2.80
C 3.95 -3.68 3.03
C 5.12 -4.38 3.32
C 6.35 -3.71 3.34
C 6.40 -2.33 3.09
C 5.22 -1.63 2.81
N 1.23 0.30 3.29
C 0.84 0.71 2.06
C -0.36 1.39 1.87
C -0.81 1.86 0.65
C -1.89 2.82 0.61
C -1.97 3.85 -0.37
C -2.94 4.83 -0.33
C -3.89 4.83 0.71
N -5.00 5.72 0.66
O -5.83 5.71 1.60
O -5.10 6.47 -0.34
C -3.80 3.88 1.74
C -2.89 2.84 1.64
C 0.43 0.40 4.52
C -0.94 -0.29 4.43
C 0.28 1.86 5.01
H 1.73 -1.15 7.29
H 0.82 0.38 7.36
H -0.01 -1.13 6.90
H 3.34 0.38 3.31
H 1.85 -2.22 2.65
H 2.70 -1.17 1.50
H 2.97 -4.17 3.03
H 5.07 -5.45 3.53
H 7.27 -4.26 3.55
H 7.35 -1.79 3.12
H 5.23 -0.55 2.62
H 1.53 0.55 1.22
H -0.97 1.62 2.75
H -0.25 1.62 -0.26
H -1.24 3.87 -1.19
H -3.01 5.59 -1.09
H -4.48 3.96 2.58
H -2.96 2.00 2.35
H -0.81 -1.36 4.21
H -1.46 -0.18 5.40
H -1.58 0.14 3.66
H 1.25 2.21 5.38
H -0.05 2.52 4.21
H -0.45 1.89 5.83
C -2.54 -3.34 -4.12
C -1.57 -2.81 -3.07
C -1.63 -3.64 -1.79
C -1.77 -1.32 -2.81
C -1.77 -0.62 -4.15
N -1.62 0.83 -3.98
C -1.83 1.71 -5.06
C -1.52 3.02 -4.71
C -1.87 4.06 -5.58
C -2.48 3.74 -6.80
C -2.72 2.40 -7.17
C -2.38 1.37 -6.29
S -0.65 3.07 -3.20
C -1.07 1.38 -2.85
N -0.82 0.74 -1.76
C -0.74 -0.74 -1.84
C 0.67 -1.21 -2.18
C 1.38 -1.97 -1.25
C 2.55 -2.62 -1.65
C 3.04 -2.46 -2.95
C 2.41 -1.57 -3.82
C 1.25 -0.90 -3.41
H -3.57 -3.05 -3.87
H -2.30 -2.96 -5.12
H -2.49 -4.43 -4.16
H -0.54 -2.92 -3.48
H -2.53 -3.39 -1.21
H -1.68 -4.70 -2.06
H -0.75 -3.51 -1.16
H -2.77 -1.17 -2.35
H -0.98 -1.00 -4.82
H -2.71 -0.78 -4.67
H -1.68 5.08 -5.27
H -2.77 4.54 -7.48
H -3.17 2.17 -8.14
H -2.54 0.31 -6.56
H -1.01 -1.09 -0.84
H 0.99 -2.07 -0.23
H 3.07 -3.26 -0.93
H 3.95 -2.97 -3.26
H 2.82 -1.37 -4.81
H 0.78 -0.14 -4.05



Relative energy (zero: lowest compared OMol25 entry of this formula, charge and spin) / kcal per mole: 0.0 16.4
Energy / eV: -174545.715 -67650.552